Record 1
{
  "formula": "C5H8O2",
  "method": "the ωB97M-V functional and the def2-TZVPD basis",
  "species": ["C", "C", "C", "O", "C", "C", "O", "H", "H", "H", "H", "H", "H", "H", "H"],
  "coordinates": [[-0.0380, -0.2236, -1.8407], [0.2119, 0.3406, -0.3992], [-0.6887, 1.5437, -0.0857], [-0.3934, 2.5005, 0.6242], [-0.2313, -0.6172, 0.8237], [0.8106, -0.9642, 1.7360], [-0.1179, -0.0138, 2.1019], [-0.9966, -0.7093, -2.0801], [0.6483, -0.9061, -2.1895], [-0.2153, 0.5561, -2.5315], [1.1968, 0.6976, -0.2501], [-1.7102, 1.5789, -0.4672], [-1.0190, -1.2148, 0.5543], [0.7383, -1.9832, 2.3385], [1.8044, -0.5852, 1.6654]],
  "lowdin_charge": [-0.04, -0.20, -0.22, 0.05, -0.23, -0.16, -0.01, 0.09, 0.04, 0.06, 0.12, 0.13, 0.12, 0.15, 0.11],
  "e_above_lowest_ev": 2.9348,
  "smiles": "C[C@@H](C=O)[C@H]1CO1",
  "lumo_ev": 0.892,
  "spin_multiplicity": 1,
  "orbital_gap_ev": 10.45
}



Record 2
{
  "formula": "C5H8O2",
  "method": "the ωB97M-V functional and the def2-TZVPD basis",
  "species": ["O", "C", "C", "C", "O", "C", "C", "H", "H", "H", "H", "H", "H", "H", "H"],
  "coordinates": [[2.4404, 0.4427, -0.1256], [1.1619, 0.3868, 0.4531], [0.0474, 1.2598, -0.1508], [-0.9255, 0.1145, 0.1011], [-2.1052, 0.4021, 0.7646], [-0.6632, -1.0272, -0.8045], [0.2637, -0.8421, 0.3920], [2.7099, -0.4672, -0.2838], [1.2076, 0.6292, 1.5253], [-0.1923, 2.1558, 0.4186], [0.1986, 1.5214, -1.2022], [-2.8446, -0.0615, 0.3549], [-1.3440, -1.8631, -0.6075], [-0.3818, -0.9399, -1.8588], [0.4271, -1.7112, 1.0238]],
  "lowdin_charge": [-0.01, -0.35, -0.03, -0.45, 0.05, -0.04, -0.11, 0.09, 0.15, 0.12, 0.12, 0.10, 0.11, 0.11, 0.13],
  "e_above_lowest_ev": 2.4246,
  "smiles": "O[C@H]1C[C@@]2(O)C[C@@H]12",
  "lumo_ev": 0.775,
  "spin_multiplicity": 1,
  "orbital_gap_ev": 10.13
}



Record 3
{
  "formula": "C5H8O2",
  "method": "the ωB97M-V functional and the def2-TZVPD basis",
  "species": ["C", "C", "C", "O", "C", "C", "O", "H", "H", "H", "H", "H", "H", "H", "H"],
  "coordinates": [[1.6586, -0.6438, 0.1388], [0.4610, 0.2196, 0.5384], [0.1918, 1.4100, -0.4156], [-0.3344, 0.8960, -1.5691], [-1.4404, 0.5230, -0.8234], [-0.9384, -0.3848, 0.3366], [-1.0691, -1.7582, 0.0780], [2.5879, -0.0627, 0.1429], [1.5336, -1.0611, -0.8663], [1.7714, -1.4771, 0.8417], [0.5914, 0.5999, 1.5544], [-0.9125, 2.2416, 0.0331], [-1.8705, 1.7142, -0.2430], [-1.5710, -0.1799, 1.2013], [-0.7103, -1.9469, -0.7991]],
  "lowdin_charge": [-0.05, -0.30, -0.05, -0.11, -0.04, -0.38, 0.00, 0.08, 0.08, 0.09, 0.14, 0.16, 0.15, 0.15, 0.10],
  "e_above_lowest_ev": 7.0263,
  "lumo_ev": [-0.106, -0.106],
  "spin_multiplicity": 1,
  "orbital_gap_ev": [8.81, 8.81]
}



Record 4
{
  "formula": "C5H8O2",
  "method": "the ωB97M-V functional and the def2-TZVPD basis",
  "species": ["C", "C", "C", "C", "C", "H", "H", "H", "H", "H", "H", "H", "H", "O", "O"],
  "coordinates": [[-1.0002, 1.0561, 0.8225], [-0.0162, 0.0455, 1.5118], [0.3643, -0.6799, 0.2206], [0.7160, -0.9708, -1.6399], [0.1775, 0.3236, -0.7823], [-0.7049, 2.1465, 1.0550], [-2.1226, 1.1068, 1.1843], [-0.5198, -0.4825, 2.3131], [0.8895, 0.6821, 1.8704], [-0.5123, -1.2879, -0.2603], [1.2461, -0.7974, -2.5363], [-0.0540, -1.7636, -1.8025], [1.0590, 1.0896, -0.8954], [1.5376, -1.3579, -0.4454], [-1.0602, 0.8898, -0.6156]],
  "lowdin_charge": [-0.18, -0.06, -0.33, -0.08, -0.34, 0.13, 0.15, 0.10, 0.15, 0.17, 0.09, 0.13, 0.19, -0.05, -0.06],
  "e_above_lowest_ev": 4.8784,
  "lumo_ev": 1.073,
  "spin_multiplicity": 1,
  "orbital_gap_ev": 11.13
}



Record 5
{
  "formula": "C5H8O2",
  "method": "the ωB97M-V functional and the def2-TZVPD basis",
  "species": ["C", "C", "C", "C", "O", "C", "O", "H", "H", "H", "H", "H", "H", "H", "H"],
  "coordinates": [[-1.5187, -0.7111, 0.0495], [-0.4890, 0.2274, 0.4209], [0.2489, 1.0099, -0.5540], [0.9922, -0.1252, -0.0187], [2.0672, 0.1316, 0.8581], [3.3301, -0.0670, 0.4039], [3.5240, -0.2906, -0.7528], [-1.8229, -1.3954, 0.8392], [-1.3933, -1.2482, -0.8988], [-2.4330, -0.0149, -0.3511], [-0.5448, 0.5858, 1.4216], [-0.0368, 0.9774, -1.5541], [0.5901, 1.9364, -0.3179], [1.2121, -1.1407, -0.6225], [3.9796, 0.0562, 1.2806]],
  "lowdin_charge": [-0.10, -0.29, -0.09, -0.23, -0.02, -0.32, 0.08, 0.08, 0.08, 0.13, 0.13, 0.10, 0.09, 0.20, 0.15],
  "e_above_lowest_ev": 2.1515,
  "smiles": "C[C@@H]1C[C@H]1OC=O",
  "lumo_ev": 1.062,
  "spin_multiplicity": 1,
  "orbital_gap_ev": 10.51
}



Record 6
{
  "formula": "C5H8O2",
  "method": "the ωB97M-V functional and the def2-TZVPD basis",
  "species": ["C", "C", "C", "C", "O", "C", "O", "H", "H", "H", "H", "H", "H", "H", "H"],
  "coordinates": [[-0.3831, 1.5334, -0.5943], [-0.3935, 0.0430, -0.5958], [-1.1187, -0.8013, -1.3087], [-0.4623, -0.3136, 2.1115], [0.4644, -0.5377, 0.3870], [1.8077, -0.4705, 0.1612], [2.3054, -0.0190, -0.8291], [0.5712, 1.9082, -0.9782], [-0.5245, 1.8801, 0.4346], [-1.1911, 1.9134, -1.2232], [-1.8276, -0.4264, -2.0380], [-1.0264, -1.8751, -1.1794], [-0.9860, -1.2784, 1.9355], [0.4209, -0.6464, 2.7050], [2.3436, -0.9097, 1.0120]],
  "lowdin_charge": [-0.02, -0.38, 0.11, 0.14, -0.17, -0.28, 0.12, 0.09, 0.08, 0.09, 0.08, 0.08, -0.03, -0.04, 0.16],
  "e_above_lowest_ev": 5.1958,
  "lumo_ev": 0.744,
  "spin_multiplicity": 1,
  "orbital_gap_ev": 9.51
}



Record 7
{
  "formula": "C5H8O2",
  "method": "the ωB97M-V functional and the def2-TZVPD basis",
  "species": ["O", "C", "C", "C", "C", "C", "O", "H", "H", "H", "H", "H", "H", "H", "H"],
  "coordinates": [[-2.2543, -1.9998, 0.3236], [-2.1517, -0.8512, 0.1214], [-1.9954, 0.4430, -0.1014], [-0.5770, 0.9993, -0.0624], [0.2622, -0.2536, 0.2307], [1.6729, -0.5036, -0.2366], [2.6952, 0.2154, 0.4035], [-2.9037, 1.0237, -0.1754], [-0.5013, 1.7612, 0.7269], [-0.2853, 1.4918, -1.0024], [0.1625, -0.4804, 1.2993], [-0.2367, -1.0301, -0.3548], [1.8522, -1.5634, -0.0188], [1.6929, -0.3956, -1.3338], [2.5674, 1.1432, 0.1802]],
  "lowdin_charge": [0.16, -0.24, -0.09, -0.18, -0.22, -0.28, -0.05, 0.10, 0.11, 0.11, 0.14, 0.10, 0.13, 0.12, 0.09],
  "e_above_lowest_ev": 1.9355,
  "smiles": "O=C=CCCCO",
  "lumo_ev": 0.716,
  "spin_multiplicity": 1,
  "orbital_gap_ev": 9.68
}



Record 8
{
  "formula": "C5H8O2",
  "method": "the ωB97M-V functional and the def2-TZVPD basis",
  "species": ["C", "C", "O", "C", "C", "O", "C", "H", "H", "H", "H", "H", "H", "H", "H"],
  "coordinates": [[-0.3378, -1.8097, 1.4917], [-0.2809, -1.0929, 0.1751], [-1.6764, -0.0743, 0.0240], [-0.5008, 0.3441, 0.1029], [0.6780, 0.5586, -1.7332], [1.2254, 1.4962, -0.7606], [0.1668, 1.6954, 0.1206], [0.6606, -2.2228, 1.6889], [-0.6222, -1.1632, 2.3310], [-1.0300, -2.6571, 1.4395], [0.2144, -0.7599, -1.0510], [1.5269, 0.1549, -2.2992], [0.0113, 1.0943, -2.4315], [-0.5604, 2.4547, -0.2196], [0.5250, 1.9816, 1.1214]],
  "lowdin_charge": [-0.07, -0.06, 0.14, -0.37, -0.14, -0.18, -0.16, 0.09, 0.08, 0.08, 0.15, 0.08, 0.08, 0.14, 0.14],
  "e_above_lowest_ev": 7.3261,
  "lumo_ev": 0.543,
  "spin_multiplicity": 1,
  "orbital_gap_ev": 8.30
}



Record 9
{
  "formula": "C5H8O2",
  "method": "the ωB97M-V functional and the def2-TZVPD basis",
  "species": ["C", "C", "O", "C", "C", "C", "O", "H", "H", "H", "H", "H", "H", "H", "H"],
  "coordinates": [[-2.0599, -0.0824, -0.2413], [-0.7016, 0.4610, 0.1032], [-0.3219, 0.2323, 1.4671], [1.0339, 0.2547, 1.1007], [1.4976, -0.9466, 0.4285], [0.6334, -0.0087, -0.4727], [1.0131, 0.7376, -1.5812], [-2.0798, -1.1660, -0.1194], [-2.8009, 0.3696, 0.4293], [-2.3235, 0.1802, -1.2711], [-0.6845, 1.5548, -0.0638], [1.6520, 1.0454, 1.5175], [2.5867, -0.9048, 0.2834], [1.1308, -1.9332, 0.6897], [1.4247, 0.2061, -2.2700]],
  "lowdin_charge": [-0.02, -0.34, -0.04, -0.21, -0.01, -0.28, 0.02, 0.08, 0.09, 0.09, 0.16, 0.15, 0.12, 0.11, 0.10],
  "e_above_lowest_ev": 3.2216,
  "lumo_ev": 0.858,
  "spin_multiplicity": 1,
  "orbital_gap_ev": 9.26
}



Record 10
{
  "formula": "C5H8O2",
  "method": "the ωB97M-V functional and the def2-TZVPD basis",
  "species": ["O", "C", "C", "C", "C", "C", "O", "H", "H", "H", "H", "H", "H", "H", "H"],
  "coordinates": [[2.0488, -1.4165, 0.2849], [0.9989, -0.8860, 0.5367], [-0.3556, -1.3754, 1.0396], [-0.9523, -0.0006, 0.6288], [0.4648, 0.5173, 0.2609], [0.5782, 0.7874, -1.2309], [-0.2656, 1.8389, -1.6342], [-0.7488, -2.3016, 0.6097], [-0.3122, -1.4779, 2.1280], [-1.5016, 0.5234, 1.4129], [-1.6011, -0.0218, -0.2584], [0.8742, 1.3411, 0.8573], [1.6072, 1.0484, -1.4845], [0.3269, -0.1469, -1.7627], [-1.1616, 1.5703, -1.3883]],
  "lowdin_charge": [0.11, -0.38, -0.07, -0.12, -0.21, -0.24, -0.05, 0.12, 0.12, 0.11, 0.11, 0.16, 0.13, 0.14, 0.08],
  "e_above_lowest_ev": 1.3024,
  "smiles": "O=C1CC[C@@H]1CO",
  "lumo_ev": 0.812,
  "spin_multiplicity": 1,
  "orbital_gap_ev": 10.40
}



Record 11
{
  "formula": "C5H8O2",
  "method": "the ωB97M-V functional and the def2-TZVPD basis",
  "species": ["C", "C", "C", "C", "C", "O", "O", "H", "H", "H", "H", "H", "H", "H", "H"],
  "coordinates": [[0.2888, 0.7172, -0.5268], [-2.4486, 0.2665, 0.1461], [0.4380, -0.5721, -0.1543], [2.4568, 0.6892, 0.0533], [0.7291, -1.7641, 0.2356], [-1.5233, 0.0102, -0.8695], [3.2355, -0.1017, 0.4684], [2.7390, 1.7555, -0.1397], [0.0363, 1.4810, 0.1989], [0.4738, 1.0225, -1.5477], [-1.9716, 0.4755, 1.1235], [-3.1162, -0.5931, 0.3012], [-3.0803, 1.1368, -0.0918], [-0.0048, -2.5591, 0.2337], [1.7478, -1.9642, 0.5695]],
  "lowdin_charge": [-0.06, -0.25, -0.11, -0.09, 0.09, -0.30, 0.03, 0.09, 0.11, 0.12, 0.07, 0.07, 0.07, 0.09, 0.08],
  "e_above_lowest_ev": 7.3034,
  "lumo_ev": [0.026, 0.066],
  "spin_multiplicity": 1,
  "orbital_gap_ev": [7.38, 7.58]
}



Record 12
{
  "formula": "C5H8O2",
  "method": "the ωB97M-V functional and the def2-TZVPD basis",
  "species": ["C", "C", "O", "C", "C", "C", "O", "H", "H", "H", "H", "H", "H", "H", "H"],
  "coordinates": [[-1.9607, 1.1015, 0.0824], [-1.2271, -0.0011, 0.2061], [-1.3757, -0.8028, 1.3093], [-0.1220, -0.3736, -0.7574], [1.1842, 0.3046, -0.3424], [1.8487, -0.2144, 0.9124], [1.6390, 1.2188, -0.9918], [-1.7913, 1.7809, -0.7451], [-2.7180, 1.3490, 0.8183], [-1.0552, -1.6899, 1.1049], [-0.3670, -0.0339, -1.7655], [0.0125, -1.4650, -0.7840], [2.3112, -1.1868, 0.6997], [1.1127, -0.3641, 1.7092], [2.6240, 0.4825, 1.2351]],
  "lowdin_charge": [0.08, -0.42, 0.02, -0.08, -0.44, -0.01, 0.09, 0.07, 0.07, 0.10, 0.13, 0.13, 0.09, 0.08, 0.09],
  "e_above_lowest_ev": 0.9008,
  "smiles": "C=C(O)CC(C)=O",
  "lumo_ev": 0.576,
  "spin_multiplicity": 1,
  "orbital_gap_ev": 9.65
}